C36H46GeN3S2SbSr | ωB97M-V/def2-TZVPD

Each line ends with the Mulliken spin population.
CARTESIAN COORDINATES (ANGSTROEM)
Sr1 -0.2392 -0.2965 -1.4054  0.082
S1 -1.8420 -1.5776 -3.2493  0.003
C1 -0.2804 -1.9459 -3.8841  0.001
C2 -0.1569 -2.8013 -4.9993  0.001
C3 1.0889 -3.0980 -5.4961  0.000
C4 2.2194 -2.5460 -4.8826  0.001
C5 2.0264 -1.7113 -3.8094  -0.001
N1 0.8168 -1.4097 -3.3055  0.001
H1 -1.0594 -3.1968 -5.4419  0.000
H2 1.2003 -3.7450 -6.3572  0.000
H3 3.2179 -2.7486 -5.2421  0.000
H4 2.8746 -1.2479 -3.3167  0.002
C6 4.5812 3.3677 0.9298  -0.001
C7 3.0736 3.1974 0.8000  0.002
C8 2.3196 3.7660 1.9970  0.003
Sb1 2.3853 1.1246 0.5155  0.040
C9 3.8762 0.2650 -0.8574  0.003
C10 5.2725 0.0002 -0.3073  0.001
C11 3.9102 1.1557 -2.0977  -0.001
C12 2.7790 0.1472 2.4475  0.001
C13 2.5179 -1.3447 2.2798  -0.001
C14 4.1404 0.4458 3.0639  0.000
H5 4.8130 4.4210 1.1137  0.000
H6 5.1062 3.0737 0.0213  0.000
H7 4.9869 2.7958 1.7640  0.000
H8 2.7326 3.7020 -0.1076  0.000
H9 2.6119 3.2624 2.9221  0.000
H10 1.2392 3.6679 1.8755  -0.001
H11 2.5492 4.8283 2.1131  0.000
H12 3.4240 -0.6989 -1.1162  -0.001
H13 5.7251 0.8979 0.1134  0.000
H14 5.9219 -0.3478 -1.1169  0.000
H15 5.2602 -0.7764 0.4566  0.000
H16 4.3542 2.1252 -1.8665  0.000
H17 2.9089 1.3347 -2.5023  0.000
H18 4.5157 0.6980 -2.8845  0.000
H19 2.0091 0.5680 3.1016  0.000
H20 3.2010 -1.8003 1.5586  0.000
H21 1.4961 -1.5395 1.9502  -0.002
H22 2.6611 -1.8566 3.2352  0.000
H23 4.9634 0.1479 2.4173  0.000
H24 4.2426 -0.1090 4.0014  0.000
H25 4.2458 1.5051 3.2968  0.000
C15 -2.2373 -1.6448 4.4220  0.028
C16 -1.0861 -1.0124 3.9706  -0.020
C17 -1.1173 -0.2892 2.7902  -0.054
C18 -2.2986 -0.1779 2.0557  0.125
C19 -3.4467 -0.8218 2.5100  0.052
C20 -3.4147 -1.5461 3.6931  -0.010
Ge1 -2.2942 0.9002 0.4092  0.388
C21 -1.7182 2.7352 0.8566  0.096
C22 -1.4840 3.6518 -0.1701  0.049
C23 -1.1607 4.9686 0.1186  -0.008
C24 -1.0632 5.3807 1.4413  0.018
C25 -1.2903 4.4759 2.4686  -0.001
C26 -1.6079 3.1559 2.1805  0.050
C27 -4.1048 0.9794 -0.3554  0.041
C28 -4.8086 2.1816 -0.3907  0.059
C29 -6.1085 2.2123 -0.8745  -0.006
C30 -6.7074 1.0505 -1.3407  0.025
C31 -6.0061 -0.1474 -1.3254  -0.012
C32 -4.7085 -0.1805 -0.8418  -0.009
H26 -2.2144 -2.2152 5.3412  0.001
H27 -0.1680 -1.0845 4.5409  0.000
H28 -0.2197 0.2079 2.4320  0.009
H29 -4.3705 -0.7405 1.9487  0.005
H30 -4.3137 -2.0328 4.0493  0.000
H31 -1.5793 3.3365 -1.2053  -0.011
H32 -1.0003 5.6775 -0.6837  0.000
H33 -0.8115 6.4082 1.6693  0.001
H34 -1.2215 4.7976 3.5002  0.000
H35 -1.7939 2.4545 2.9851  0.005
H36 -4.3452 3.0906 -0.0261  0.005
H37 -6.6546 3.1467 -0.8873  -0.001
H38 -7.7194 1.0807 -1.7226  0.001
H39 -6.4690 -1.0533 -1.6956  -0.001
H40 -4.1526 -1.1120 -0.8477  0.021
C33 -2.9548 -4.1812 -0.3168  0.008
N2 -1.8729 -4.5303 -1.2103  0.001
C34 -1.9419 -5.4061 -2.2773  0.000
C35 -0.7281 -5.4277 -2.8595  0.001
N3 0.0647 -4.5565 -2.1421  0.001
C36 -0.6385 -3.9985 -1.1337  0.002
S2 -0.0635 -2.9159 0.0247  0.006
H41 -3.8919 -4.5367 -0.7354  0.000
H42 -2.9885 -3.0995 -0.2015  0.000
H43 -2.7981 -4.6232 0.6667  0.000
H44 -2.8428 -5.9364 -2.5285  0.000
H45 -0.3705 -5.9729 -3.7139  0.000
H46 1.0331 -4.3490 -2.3163  0.000

Atoms 1-3, force components in eV/Å:
Sr 0.80 -0.25 0.21
S -0.74 0.05 -0.06
C 0.15 -0.12 -0.26

Calculated values
E_LUMO (alpha / beta) = -2.22 / -4.31 eV
net charge = +1
2S+1 = 2
molecular weight = 866.9 g/mol
HOMO-LUMO gap (alpha / beta) = 7.99 / 5.90 eV

---

C37H76N4O21S7 | ωB97M-V/def2-TZVPD

Each line ends with the Löwdin charge.
CARTESIAN COORDINATES (ANGSTROEM)
C1 1.8535 -5.6337 1.9503  -0.051
C2 1.6536 -4.3236 2.7542  -0.276
O1 1.2929 -4.6504 4.1015  -0.255
S1 0.6427 -3.3941 4.9775  0.685
C3 -0.8786 -2.9658 4.0182  -0.094
O2 0.2731 -3.9230 6.2822  -0.287
O3 1.5171 -2.2245 4.8757  -0.320
H1 0.9416 -6.1872 1.7263  0.055
H2 2.3452 -6.3535 2.6046  0.078
H3 2.4258 -5.5253 1.0290  0.079
H4 2.6205 -3.8476 2.9175  0.105
H5 1.0514 -3.5424 2.2902  0.084
H6 -1.4591 -2.2334 4.5792  0.074
H7 -1.4046 -3.9185 3.9566  0.048
H8 -0.6813 -2.6163 3.0047  0.047
C4 5.2155 -0.3026 -3.9220  -0.047
C5 4.2091 0.4751 -3.0282  -0.260
O4 4.8944 1.3952 -2.1333  -0.263
S2 4.0732 2.8110 -1.7166  0.665
C6 4.6054 2.9395 0.0076  -0.080
O5 4.5598 3.9243 -2.5206  -0.287
O6 2.6744 2.4689 -1.6927  -0.310
H9 4.7085 -0.9582 -4.6300  0.068
H10 5.8252 -0.9675 -3.3102  0.070
H11 6.0025 0.3346 -4.3256  0.077
H12 3.3752 0.8462 -3.6240  0.098
H13 3.6675 -0.2597 -2.4326  0.089
H14 4.4404 3.9715 0.3172  0.064
H15 5.6702 2.7087 0.0407  0.077
H16 3.9615 2.2612 0.5676  0.043
C7 -7.8189 1.2095 0.7016  -0.053
C8 -6.5793 1.6238 1.5251  -0.268
O7 -5.9647 0.3756 1.8414  -0.265
S3 -4.4747 0.5547 2.5941  0.734
C9 -5.0477 0.8359 4.3237  -0.095
O8 -3.7432 -0.7122 2.4713  -0.322
O9 -3.7869 1.8369 2.2138  -0.317
H17 -7.6268 0.7212 -0.2538  0.077
H18 -8.3903 2.0377 0.2824  0.077
H19 -8.4709 0.6254 1.3512  0.076
H20 -5.8842 2.1155 0.8446  0.089
H21 -6.7309 2.2888 2.3754  0.117
H22 -5.7521 1.6673 4.3510  0.062
H23 -4.2369 1.0961 5.0041  0.072
H24 -5.5355 -0.0592 4.7099  0.070
C10 3.6743 -1.2075 0.5793  -0.036
C11 2.9333 -0.8580 1.8882  -0.314
O10 3.0972 0.5109 2.0156  -0.282
S4 2.5742 1.2467 3.4391  0.695
C12 3.9729 0.7203 4.5428  -0.076
O11 2.6014 2.6695 3.1916  -0.288
O12 1.3965 0.5105 3.9128  -0.302
H25 3.1389 -0.7774 -0.2671  0.057
H26 3.8134 -2.2854 0.4967  0.078
H27 4.6817 -0.7951 0.6345  0.085
H28 1.8807 -1.1401 1.8660  0.109
H29 3.4366 -1.4840 2.6250  0.109
H30 3.9734 1.3846 5.4071  0.068
H31 4.9239 0.7947 4.0155  0.073
H32 3.7285 -0.2730 4.9191  0.060
C13 1.2062 -2.7276 -2.6183  -0.048
C14 1.3278 -4.1669 -3.1144  -0.291
O13 2.6471 -4.4652 -3.4612  -0.286
S5 3.1967 -4.3633 -5.0249  0.681
C15 2.3492 -5.9189 -5.5686  -0.089
O14 2.5719 -3.1806 -5.5876  -0.297
O15 4.6426 -4.6053 -5.0209  -0.292
H33 1.7859 -2.5016 -1.7233  0.071
H34 0.1547 -2.7816 -2.3363  0.074
H35 1.3815 -1.8966 -3.3015  0.055
H36 1.1041 -4.8547 -2.2989  0.118
H37 0.6753 -4.5127 -3.9161  0.103
H38 2.3724 -5.8898 -6.6580  0.067
H39 1.3063 -5.7880 -5.2799  0.048
H40 2.9231 -6.7304 -5.1212  0.073
C16 0.9314 4.9364 0.5477  -0.045
C17 1.3896 5.7524 -0.6699  -0.244
O16 2.8250 5.7261 -0.7245  -0.305
S6 3.6551 7.0571 -1.1193  0.636
C18 3.3920 6.9872 -2.9483  -0.096
O17 2.9719 8.1658 -0.5198  -0.285
O18 5.0769 6.8076 -0.8872  -0.294
H41 1.3852 3.9483 0.4704  0.047
H42 -0.1398 4.7566 0.6382  0.080
H43 1.2848 5.3028 1.5115  0.079
H44 0.9728 5.2971 -1.5683  0.122
H45 1.0708 6.7929 -0.6072  0.108
H46 3.3368 5.9716 -3.3403  0.053
H47 4.0621 7.6606 -3.4826  0.071
H48 2.3507 7.2881 -3.0642  0.056
C19 -5.2955 -3.1291 0.0586  -0.035
C20 -4.2859 -3.8836 0.9532  -0.287
O19 -3.0017 -3.8028 0.3662  -0.299
S7 -1.8663 -4.9435 0.7594  0.717
C21 -2.4660 -6.2753 -0.4290  -0.076
O20 -0.5013 -4.4195 0.3468  -0.320
O21 -2.1176 -5.4102 2.1242  -0.304
H49 -4.8442 -2.1447 -0.0655  0.069
H50 -6.2764 -3.0753 0.5310  0.083
H51 -5.4424 -3.6519 -0.8864  0.076
H52 -4.1990 -3.3966 1.9246  0.107
H53 -4.5284 -4.9293 1.1424  0.108
H54 -1.7899 -7.0874 -0.1616  0.062
H55 -2.0965 -5.8974 -1.3823  0.058
H56 -3.5274 -6.5229 -0.4239  0.071
C22 -1.7571 4.6847 4.8193  -0.128
C23 -0.6743 5.5432 5.0923  -0.126
C24 0.4798 4.8695 4.7801  -0.124
N1 0.0947 3.6553 4.2161  0.013
C25 -1.2930 3.5504 4.1944  -0.115
H57 -2.7786 4.9700 5.0226  0.085
H58 -0.6373 6.5378 5.5114  0.090
H59 1.5170 5.1383 4.9152  0.107
H60 0.7442 2.9105 4.0078  0.064
H61 -1.7453 2.6290 3.8585  0.080
C26 -4.7193 1.5431 -2.2393  -0.129
C27 -4.6264 2.8296 -1.6945  -0.119
C28 -3.6416 2.7653 -0.6964  -0.132
N2 -3.0685 1.5332 -0.8102  0.021
C29 -3.6352 0.8043 -1.7703  -0.145
H62 -5.4160 1.2360 -3.0054  0.084
H63 -5.1614 3.7225 -1.9825  0.087
H64 -3.1955 3.4942 -0.0361  0.111
H65 -2.3088 1.2644 -0.2014  0.091
H66 -3.3423 -0.1859 -2.0868  0.105
C30 -0.0564 -1.0753 -6.1622  -0.106
C31 0.9750 -0.2996 -5.5240  -0.114
C32 0.3123 0.7096 -4.8377  -0.146
N3 -0.9689 0.7298 -5.2810  0.001
C33 -1.1528 -0.2673 -6.2117  -0.143
H67 0.2594 -1.9238 -6.7509  0.085
H68 2.0292 -0.4987 -5.3999  0.074
H69 0.6087 1.4528 -4.1123  0.106
H70 -1.6198 1.4573 -5.0221  0.147
H71 -2.0578 -0.2889 -6.8006  0.104
C34 0.3501 0.9807 0.2760  -0.094
C35 -0.0057 0.0292 -0.7138  -0.064
C36 -1.1007 -0.6741 -0.1622  -0.179
N4 -1.3236 -0.2341 1.0506  -0.003
C37 -0.4572 0.7901 1.4044  -0.090
H72 1.1688 1.6701 0.1316  0.068
H73 0.5632 -0.0934 -1.6236  0.080
H74 -1.6491 -1.5291 -0.5291  0.107
H75 -2.0099 -0.6761 1.6454  0.093
H76 -0.5317 1.2046 2.3990  0.089

Atoms 1-3, force components in eV/Å:
C -0.54 -0.17 0.95
C 1.79 -0.17 -0.51
O -1.97 1.07 1.40

Calculated values
E_LUMO = -0.15 eV
structure (SMILES) = CCOS(C)(=O)=O.CCOS(C)(=O)=O.CCOS(C)(=O)=O.CCOS(C)(=O)=O.CCOS(C)(=O)=O.CCOS(C)(=O)=O.CCOS(C)(=O)=O.c1cc[nH]c1.c1cc[nH]c1.c1cc[nH]c1.c1cc[nH]c1
molecular weight = 1137.5 g/mol
HOMO-LUMO gap = 7.79 eV

---

C2H6NO2P | ωB97M-V/def2-TZVPD

Each line ends with the natural charge from an NBO analysis.
CARTESIAN COORDINATES (ANGSTROEM)
C1 -1.4117 -0.3434 -1.4744  0.725
C2 -1.8277 0.2154 -2.5501  -0.761
N1 0.4627 -1.3290 2.3165  -1.208
O1 -1.2327 -0.8346 -0.4309  -0.488
O2 -0.1506 1.0817 1.7434  -1.069
P1 0.5843 -0.0584 1.2030  1.435
H1 2.9904 2.0606 0.2136  0.005
H2 -2.4382 1.0485 -2.4103  0.268
H3 -1.6688 -0.1852 -3.6247  0.276
H4 0.9644 -2.1866 2.0474  0.410
H5 0.1900 -1.0112 3.2049  0.412
H6 3.5378 1.5423 -0.2384  -0.006

Atoms 1-3, force components in eV/Å:
C -0.43 -1.00 1.68
C 0.74 -1.16 -3.68
N 0.88 0.55 -3.00

Calculated values
E_LUMO = 0.81 eV
molecular weight = 107.0 g/mol
HOMO-LUMO gap = 10.03 eV

---

C4H2Cl2 | ωB97M-V/def2-TZVPD

Each line ends with the natural charge from an NBO analysis.
CARTESIAN COORDINATES (ANGSTROEM)
C1 1.1377 0.3490 1.3746  -0.162
C2 0.0248 -0.3401 1.3929  -0.196
C3 -1.0591 -0.9080 1.1310  -0.051
C4 0.2422 0.1759 -1.2710  -0.541
Cl1 0.8303 0.6856 -2.8845  -0.065
Cl2 1.3646 1.0179 -0.1224  0.570
H1 -1.8196 -1.7292 1.3474  0.265
H2 -0.7209 0.7488 -0.9680  0.181

Atoms 1-3, force components in eV/Å:
C 2.30 1.26 0.90
C -3.99 -1.76 -0.60
C 0.41 -1.61 1.24

Calculated values
E_LUMO = -2.01 eV
molecular weight = 121.0 g/mol
HOMO-LUMO gap = 6.28 eV